(1)
DFT (the ωB97M-V functional and the def2-TZVPD basis) results for 20 unconnected molecules or ions with the total composition C30H16Cl76N2O5S at a distorted geometry.

Atoms and positions in Å:
Cl1 -0.23287 -8.37438 -3.08281
Cl2 6.02269 0.96988 -0.91474
Cl3 0.77258 -8.49796 -5.80716
Cl4 -11.75655 5.32485 1.57510
Cl5 -0.51165 -4.62017 1.61827
Cl6 10.29152 -2.43214 -7.76924
Cl7 0.46429 -6.89373 8.28021
Cl8 -4.43828 1.98754 -2.16923
Cl9 -5.64249 4.45983 -3.09288
Cl10 -2.28935 6.75421 -4.10648
Cl11 3.88311 -4.00166 0.37338
Cl12 11.87390 -2.82850 -4.54936
Cl13 3.68685 2.01856 -2.10876
Cl14 12.39450 -4.41024 -7.95325
Cl15 0.89491 2.74470 -1.85444
Cl16 -6.28688 7.71543 9.13020
Cl17 -10.72224 9.14174 -2.59511
Cl18 -1.53414 4.86234 -6.16546
Cl19 1.52434 -6.27813 -4.09724
Cl20 -6.34564 3.61712 7.81514
Cl21 -9.12044 11.46471 -1.96359
Cl22 12.52957 -5.19695 -3.02188
Cl23 -10.34683 7.33716 0.04882
Cl24 -4.54948 6.47547 7.17982
Cl25 -6.72793 8.16578 6.30581
Cl26 -1.84075 -6.85491 0.33880
Cl27 10.70739 -0.26027 -3.19739
Cl28 3.81379 -1.24304 -7.23429
Cl29 -6.07708 2.00362 -4.55472
Cl30 -4.42638 9.33361 7.61515
Cl31 13.52017 -2.60938 -2.18212
Cl32 1.38133 -5.79970 5.76350
Cl33 -8.74524 10.09289 -4.48451
Cl34 -1.63668 -6.39809 -4.83928
Cl35 3.86292 -0.11280 0.68284
Cl36 4.50546 2.71140 0.88024
Cl37 -1.43425 -6.32878 6.17380
Cl38 6.03640 -1.05170 -5.39064
Cl39 -5.77233 10.10686 -1.92212
Cl40 5.76928 -3.38559 2.48031
Cl41 -0.77918 -5.22151 -7.33905
Cl42 2.06368 2.36232 -4.47898
Cl43 -12.70768 6.08274 -1.05050
Cl44 -4.66341 7.61101 -0.97057
Cl45 -7.52108 8.07725 -0.82039
Cl46 3.06737 -2.35899 2.60934
Cl47 -6.25230 7.65719 -3.38605
Cl48 6.38772 -2.36259 -7.94362
Cl49 -2.36568 3.92288 -3.55905
Cl50 -7.30538 2.37647 -1.96168
Cl51 15.86941 -7.41824 -4.25589
Cl52 -11.15269 11.62597 -4.01451
Cl53 -2.30116 -3.64770 -5.44611
Cl54 4.78275 -3.61286 -5.88455
Cl55 13.27973 -8.70833 -4.22514
Cl56 -4.51499 3.76483 10.05187
Cl57 0.19009 5.27726 -3.88208
Cl58 -3.58096 -5.79960 -6.89893
Cl59 -10.25468 4.56998 -0.78303
Cl60 14.03920 -7.04228 -6.46690
Cl61 -3.61618 2.71505 7.50822
Cl62 7.91217 0.43528 -2.88460
Cl63 2.56463 -8.92356 -3.58298
Cl64 15.32079 -9.60522 -6.06853
Cl65 0.86965 -7.14735 1.30984
Cl66 2.83939 4.66151 -2.88034
Cl67 10.85898 -3.71104 -10.30176
Cl68 6.31032 0.73911 1.95968
Cl69 -0.14965 -4.15267 7.58315
Cl70 9.01930 0.05373 -5.52563
Cl71 14.57515 -3.85857 -4.56965
Cl72 9.78127 2.36793 -3.96121
Cl73 12.73639 -1.81208 -9.18736
Cl74 0.33332 -5.49325 -1.00311
Cl75 -5.46862 1.19386 9.12792
Cl76 3.56266 -5.18277 2.99179
S1 -6.64113 -0.41969 4.72237
O1 -7.84988 0.56133 4.16365
O2 -2.06043 -2.54535 3.17285
O3 -6.50693 -1.58156 3.81847
O4 -2.57998 -1.87109 5.28136
O5 -7.04495 -0.94102 6.04776
N1 -1.97266 -0.21351 3.85370
N2 2.23658 0.98173 4.42382
C1 -4.58770 1.19476 3.58481
C2 4.07048 -3.73290 2.11544
C3 14.62760 -8.19316 -5.25365
C4 -0.11566 0.75268 5.32819
C5 -2.44136 0.17384 2.50024
C6 0.06554 -5.79227 6.95038
C7 -6.05212 8.36407 -1.77360
C8 9.35764 0.64919 -3.89144
C9 -5.49720 7.92311 7.55769
C10 -4.98792 2.82212 8.62856
C11 5.25437 -2.06725 -6.61253
C12 -2.23072 -1.59811 4.15445
C13 1.29098 1.12977 5.39198
C14 0.40073 -0.01102 2.99647
C15 2.36010 2.94642 -2.83199
C16 11.57174 -3.09011 -8.80314
C17 -5.86838 2.70928 -2.94380
C18 1.76693 0.40681 3.28304
C19 -2.81119 -3.73387 3.58826
C20 -9.93360 10.57986 -3.26507
C21 -1.49597 5.19957 -4.42521
C22 5.16916 1.08414 0.65146
C23 -5.09192 0.51806 4.89983
C24 1.15309 -8.01408 -4.14519
C25 13.12384 -3.62459 -3.58147
C26 -0.28761 -6.02971 0.56665
C27 -11.26665 5.82678 -0.05168
C28 -4.01428 0.19162 2.52430
C29 -2.07507 -5.26735 -6.13051
C30 -0.58945 0.16846 4.06759
H1 -2.11451 1.19876 2.21022
H2 -0.80727 0.88945 6.17945
H3 -2.26800 -4.18796 4.44772
H4 2.51292 0.23382 2.46674
H5 0.16092 -0.44300 2.00748
H6 -3.86809 -3.48039 3.81615
H7 -8.65508 0.03564 4.33525
H8 -5.27021 1.33782 5.65787
H9 -4.35005 0.53773 1.51196
H10 -2.80629 -4.49687 2.77578
H11 -3.75740 1.89130 3.87342
H12 1.62984 1.59670 6.34465
H13 -5.34973 1.82689 3.07351
H14 -4.32180 -0.15730 5.34027
H15 -2.02585 -0.53088 1.74351
H16 -4.38337 -0.85412 2.63766

Summary:
lowest unoccupied orbital energy: -0.008 hartree
charge: 0
frontier orbital gap: 9.5 eV
DFT total energy: -37010.90431 hartree

Mulliken atomic charge list, values in e, 99 entries:
1 Cl -0.058
2 Cl -0.070
3 Cl -0.039
4 Cl -0.104
5 Cl 0.067
6 Cl -0.014
7 Cl -0.109
8 Cl -0.088
9 Cl 0.050
10 Cl -0.074
11 Cl -0.067
12 Cl -0.002
13 Cl 0.110
14 Cl -0.025
15 Cl -0.026
16 Cl -0.095
17 Cl -0.011
18 Cl -0.116
19 Cl -0.035
20 Cl -0.069
21 Cl -0.086
22 Cl -0.080
23 Cl -0.067
24 Cl -0.025
25 Cl -0.094
26 Cl -0.128
27 Cl -0.048
28 Cl -0.104
29 Cl -0.095
30 Cl -0.099
31 Cl -0.115
32 Cl -0.020
33 Cl -0.075
34 Cl 0.039
35 Cl 0.074
36 Cl -0.058
37 Cl -0.107
38 Cl 0.018
39 Cl -0.076
40 Cl -0.098
41 Cl -0.093
42 Cl -0.055
43 Cl -0.098
44 Cl -0.085
45 Cl 0.013
46 Cl -0.052
47 Cl -0.095
48 Cl -0.093
49 Cl 0.000
50 Cl -0.087
51 Cl -0.079
52 Cl -0.106
53 Cl -0.086
54 Cl -0.055
55 Cl -0.089
56 Cl -0.087
57 Cl -0.004
58 Cl -0.106
59 Cl -0.050
60 Cl -0.006
61 Cl -0.048
62 Cl -0.026
63 Cl -0.098
64 Cl -0.104
65 Cl -0.097
66 Cl -0.128
67 Cl -0.106
68 Cl -0.103
69 Cl -0.073
70 Cl -0.062
71 Cl -0.087
72 Cl -0.108
73 Cl -0.097
74 Cl -0.003
75 Cl -0.078
76 Cl -0.058
77 S 1.187
78 O -0.465
79 O -0.004
80 O -0.622
81 O -0.618
82 O -0.640
83 N 0.919
84 N -0.597
85 C -0.756
86 C 0.169
87 C 0.278
88 C -0.537
89 C -1.042
90 C 0.286
91 C 0.231
92 C 0.270
93 C 0.317
94 C 0.251
95 C 0.239
96 C -0.032
97 C -0.449
98 C 0.602
99 C 0.098

(2)
DFT (the ωB97M-V functional and the def2-TZVPD basis) results for a molecular structure, C31H40N4NiPS.

Atoms and positions in Å:
Ni1 -0.21246 0.53357 -0.58997
S1 1.65654 1.92072 -0.70820
P1 -0.48671 -1.34611 -1.93581
N1 1.44523 3.82519 1.21673
N2 -1.52591 2.12586 -1.24093
N3 -0.30885 3.74560 -0.04498
N4 0.13368 -0.65519 0.80200
C1 1.30380 1.01530 4.49745
C2 0.13664 -2.03181 0.65008
C3 2.73855 3.49157 1.80653
C4 0.20538 -4.81717 0.17840
C5 -3.14452 -2.06139 -1.66129
C6 -1.21954 3.41008 -1.09174
C7 -1.76882 4.42463 -1.85142
C8 2.22182 0.33407 3.70557
C9 0.55118 4.77136 1.69645
C10 2.20834 -1.60435 -2.57647
C11 1.71396 1.62642 5.81050
C12 -2.44566 1.81502 -2.15785
C13 0.92143 3.18682 0.15585
C14 -2.00154 -2.10371 -2.67758
C15 -3.07896 2.75799 -2.94774
C16 0.81800 -0.13183 -4.05959
C17 0.00286 1.14280 4.02709
C18 -0.07634 -2.54751 -0.64254
C19 -1.83631 0.70878 2.38282
C20 -0.02822 -3.91932 -0.85898
C21 -2.41350 -1.52071 -4.02901
C22 2.91191 -0.91282 1.64332
C23 -0.39937 0.59112 2.81360
C24 0.53977 -0.10781 2.05182
C25 -0.53867 4.73354 0.91149
C26 -2.72186 4.08743 -2.80005
C27 1.87061 -0.21786 2.47796
C28 0.36924 -4.29079 1.46417
C29 0.26243 -6.29795 -0.06765
C30 0.83483 -1.41361 -3.22073
C31 0.33839 -2.93406 1.70750
H1 -0.56633 -6.81224 0.42288
H2 -4.03110 -2.54994 -2.07241
H3 0.52888 -4.96766 2.29689
H4 -1.60431 -1.53768 -4.75927
H5 -0.14619 0.07034 -4.52792
H6 2.03513 2.66372 5.68612
H7 -3.17417 4.85668 -3.41348
H8 -1.74150 -3.15309 -2.84436
H9 3.24839 0.23243 4.04721
H10 0.77564 5.38459 2.55276
H11 2.29343 -2.55265 -2.04674
H12 -1.45760 5.29351 0.94845
H13 2.98029 -1.57093 -3.34873
H14 1.56377 -0.20179 -4.85533
H15 2.42522 -0.80094 -1.86611
H16 -2.36051 1.42924 3.01072
H17 0.88749 1.62863 6.52169
H18 2.54460 1.08281 6.26116
H19 3.90632 -0.53297 1.87693
H20 -1.44764 5.44656 -1.70295
H21 3.47402 3.38820 1.01401
H22 2.72778 -0.76515 0.57899
H23 -2.35651 -0.24883 2.46469
H24 -2.67181 0.76525 -2.24640
H25 2.92010 -1.99237 1.81591
H26 2.65817 2.55157 2.35057
H27 -3.23397 -2.11209 -4.44223
H28 1.07682 0.72993 -3.43904
H29 1.18809 -6.72940 0.31652
H30 -3.42445 -1.03549 -1.40784
H31 -1.94049 1.02566 1.34902
H32 0.62084 -2.27455 -3.86384
H33 -2.77074 -0.49147 -3.94426
H34 -0.16737 -4.31280 -1.86083
H35 -0.73303 1.66692 4.63033
H36 0.47404 -2.55978 2.71558
H37 3.02339 4.29999 2.47294
H38 0.20724 -6.51958 -1.13338
H39 -2.88226 -2.56976 -0.73270
H40 -3.82704 2.44125 -3.66236

Summary:
lowest unoccupied orbital energy (spin up / spin down): -0.103 / -0.109 hartree
⟨S²⟩: 2.0183
charge: +1
frontier orbital gap (spin up / spin down): 6.7 / 6.7 eV
spin multiplicity: 3
energy above the lowest of the compared OMol25 structures with the same formula, charge and spin: 0.0 kcal per mole
DFT total energy: -3672.03732 hartree

Which charges does Mulliken predict for the atoms? In e, they are:
1 Ni 0.032
2 S -0.507
3 P 1.743
4 N 0.158
5 N 0.623
6 N 0.509
7 N -0.085
8 C 0.782
9 C 0.831
10 C -0.851
11 C 0.351
12 C -1.430
13 C 0.051
14 C -0.853
15 C -1.146
16 C -0.626
17 C -1.278
18 C -1.577
19 C 0.179
20 C 0.111
21 C 0.542
22 C -0.897
23 C -1.375
24 C -1.025
25 C -1.391
26 C -1.491
27 C -0.158
28 C -1.418
29 C -1.565
30 C 1.555
31 C -1.283
32 C -0.386
33 C -0.650
34 C 2.128
35 C -0.937
36 C -1.690
37 C 0.290
38 C -0.691
39 H 0.342
40 H 0.485
41 H 0.416
42 H 0.368
43 H 0.307
44 H 0.267
45 H 0.432
46 H 0.630
47 H 0.452
48 H 0.480
49 H 0.284
50 H 0.545
51 H 0.536
52 H 0.466
53 H 0.044
54 H 0.449
55 H 0.389
56 H 0.400
57 H 0.553
58 H 0.579
59 H 0.356
60 H 0.087
61 H 0.291
62 H -0.101
63 H 0.338
64 H 0.299
65 H 0.471
66 H 0.143
67 H 0.376
68 H 0.230
69 H 0.090
70 H 0.668
71 H 0.165
72 H 0.206
73 H 0.431
74 H 0.474
75 H 0.347
76 H 0.344
77 H 0.297
78 H 0.485

(3)
DFT (the ωB97M-V functional and the def2-TZVPD basis) results for a gas-phase ion, C8H13ClN5 (charge +1) at a distorted geometry.

Atoms and positions in Å:
Cl1 2.92773 -2.74866 -0.44137
N1 0.29868 0.00838 2.80083
N2 1.51238 -0.58588 -1.27468
N3 2.05222 -1.21533 -0.20008
N4 0.74808 -0.13908 1.48813
N5 2.30273 -1.72452 2.08244
C1 -1.51675 2.44592 -1.78960
C2 1.70465 -0.99035 1.11659
C3 0.07030 -0.99819 -1.49180
C4 -0.77870 0.20580 -1.27282
C5 -2.51250 2.34608 -0.77849
C6 -1.79670 0.08527 -0.31321
C7 -2.59592 1.18721 0.00078
C8 -0.64834 1.34298 -2.08204
H1 -3.43726 1.16516 0.60082
H2 1.85000 -1.65842 3.02529
H3 -3.16388 3.18262 -0.44103
H4 0.90777 0.63290 3.36884
H5 0.34029 0.50457 0.68091
H6 2.53683 -2.64684 1.97428
H7 -1.21243 3.48273 -2.23072
H8 -0.14641 -1.79379 -0.79623
H9 0.02285 1.49236 -2.84887
H10 -1.90508 -0.85990 0.06560
H11 0.00982 -1.34677 -2.45048
H12 0.28346 -0.92933 3.27471
H13 2.14618 -0.44494 -2.06780

Summary:
lowest unoccupied orbital energy: -0.135 hartree
SMILES: NN/C(N)=[N+](/Cl)NCc1ccccc1
charge: +1
frontier orbital gap: 8.7 eV
energy above the lowest of the compared OMol25 structures with the same formula, charge and spin: 74.6 kcal per mole
DFT total energy: -1046.24723 hartree

Which charges does Mulliken predict for the atoms? In e, they are:
1 Cl -0.082
2 N -0.899
3 N -0.256
4 N -0.114
5 N 0.209
6 N -0.520
7 C -0.383
8 C 0.827
9 C -1.025
10 C 0.337
11 C -0.378
12 C -0.118
13 C -0.642
14 C -0.598
15 H 0.448
16 H 0.228
17 H 0.335
18 H 0.292
19 H 0.312
20 H 0.228
21 H 0.265
22 H 0.314
23 H 0.482
24 H 0.520
25 H 0.680
26 H 0.266
27 H 0.272